Entry 1:
Computed, not measured: a structure of composition C17H14F6N4O9S4Tl, with the ωB97M-V functional and the def2-TZVPD basis.

Atoms and positions in Å:
Tl: -0.359 2.275 -0.026
C: -1.254 -4.405 -2.555
C: -1.849 -3.045 -2.315
C: -3.135 -2.899 -1.804
C: -3.652 -1.647 -1.519
C: -2.868 -0.519 -1.733
C: -1.586 -0.644 -2.243
C: -1.094 -1.903 -2.550
S: -3.500 1.036 -1.163
O: -4.916 1.039 -1.453
O: -3.091 1.144 0.219
N: -2.768 2.237 -1.956
C: -2.776 2.216 -3.307
C: -1.064 2.172 -4.121
O: -1.281 2.062 -5.301
O: -0.189 2.287 -3.304
H: -1.970 -5.196 -2.330
H: -0.374 -4.553 -1.926
H: -0.934 -4.518 -3.593
H: -3.735 -3.782 -1.612
H: -4.652 -1.536 -1.122
H: -0.956 0.223 -2.381
H: -0.086 -1.992 -2.931
H: -2.980 3.186 -3.762
H: -3.258 1.388 -3.832
F: 4.239 0.099 -1.313
C: 3.854 -0.734 -0.347
F: 4.707 -1.765 -0.330
F: 3.943 -0.096 0.814
S: 2.121 -1.332 -0.707
O: 1.223 -0.384 -0.094
O: 2.153 -1.445 -2.137
N: 2.011 -2.795 -0.098
S: 1.820 -3.010 1.463
O: 2.619 -2.129 2.277
O: 1.835 -4.421 1.715
C: 0.056 -2.505 1.858
F: 0.020 -1.300 2.420
F: -0.467 -3.380 2.726
F: -0.710 -2.496 0.770
O: 2.306 2.593 0.560
N: 2.322 2.628 1.859
C: 2.569 3.781 2.510
C: 2.562 3.826 3.886
C: 2.282 2.685 4.618
C: 2.015 1.514 3.929
C: 2.040 1.503 2.553
H: 2.734 4.622 1.857
H: 2.729 4.778 4.370
H: 2.214 2.721 5.694
H: 1.749 0.599 4.438
H: 1.817 0.644 1.941
S: -0.990 3.855 5.281
C: -0.796 3.697 3.630
N: -0.647 3.622 2.477

Electronic energy   -106583.844 eV
Multiplicity   2
Expectation value of S²   0.755
HOMO-LUMO gap (spin up / spin down)   0.2700 / 0.2394 Ha
Molecular weight   864.96 g mol⁻¹
Total charge   -2
LUMO level (spin up / spin down)   4.4 / 3.5 eV

Atomic partial charges in e from the Löwdin method, atoms 1 to 2: atom 1 (Tl): 1.03, atom 2 (C): -0.05

=====

Entry 2:
Computed, not measured: a cluster of 3 separate species, C2H2N4 in total in a non-equilibrium geometry, with the ωB97M-V functional and the def2-TZVPD basis.

Atoms and positions in Å:
C: -2.030 0.108 -0.540
N: -2.621 1.076 -0.752
H: -1.449 -0.775 -0.333
C: 1.481 -1.474 0.581
N: 0.412 -1.759 0.257
H: 2.473 -1.197 0.878
N: 0.540 2.385 -0.283
N: 1.194 1.635 0.192

Electronic energy   -8066.132 eV
HOMO-LUMO gap   0.4837 Ha
Molecular weight   82.07 g mol⁻¹
Total charge   0
LUMO level   0.9 eV

Atomic partial charges in e from the Löwdin method, atoms 1 to 2: atom 1 (C): -0.12, atom 2 (N): 0.04

=====

Entry 3:
Computed, not measured: a cluster of 9 separate species, C42H96BrO16P in total in a non-equilibrium geometry, with the ωB97M-V functional and the def2-TZVPD basis.

Atoms and positions in Å:
C: -5.994 -0.753 -3.252
C: -5.185 -1.978 -3.664
P: -3.467 -1.925 -3.045
Br: -4.272 -2.363 -0.795
C: -2.663 -1.541 -4.751
C: -1.304 -0.911 -4.632
C: -0.281 -1.639 -3.998
C: 1.004 -1.124 -3.856
C: 1.288 0.149 -4.344
C: 0.280 0.889 -4.960
C: -1.013 0.378 -5.121
C: -2.053 1.225 -5.804
H: -5.600 0.148 -3.716
H: -7.026 -0.880 -3.561
H: -5.985 -0.611 -2.177
H: -5.637 -2.886 -3.276
H: -5.147 -2.041 -4.746
H: -2.889 -0.773 -2.514
H: -2.795 -3.135 -2.938
H: -3.347 -0.899 -5.295
H: -2.562 -2.464 -5.323
H: -0.489 -2.638 -3.641
H: 1.769 -1.712 -3.374
H: 2.282 0.554 -4.238
H: 0.496 1.876 -5.340
H: -2.635 0.656 -6.520
H: -2.745 1.655 -5.080
H: -1.580 2.054 -6.319
C: 5.146 1.889 -3.042
O: 3.957 1.897 -2.272
C: 4.004 1.023 -1.156
C: 4.304 1.758 0.129
O: 5.602 2.332 0.123
C: 5.612 3.714 -0.180
H: 5.103 2.745 -3.715
H: 6.037 1.974 -2.417
H: 5.220 0.975 -3.641
H: 4.747 0.237 -1.318
H: 3.021 0.548 -1.070
H: 4.260 1.052 0.962
H: 3.548 2.528 0.302
H: 5.256 4.303 0.672
H: 4.995 3.940 -1.054
H: 6.642 3.994 -0.392
C: -5.478 1.918 -0.306
O: -6.838 1.721 0.035
C: -7.037 0.755 1.056
C: -7.308 1.373 2.407
O: -6.199 2.104 2.907
C: -6.327 3.506 2.738
H: -5.421 2.797 -0.946
H: -4.847 2.072 0.573
H: -5.114 1.048 -0.863
H: -6.175 0.083 1.113
H: -7.908 0.157 0.772
H: -7.512 0.567 3.118
H: -8.193 2.014 2.361
H: -7.033 3.922 3.465
H: -6.656 3.760 1.728
H: -5.345 3.946 2.913
C: -1.726 3.718 4.045
O: -1.102 2.745 4.861
C: -1.286 2.969 6.250
C: -2.408 2.125 6.810
O: -3.649 2.481 6.229
C: -4.078 1.601 5.199
H: -1.725 3.338 3.025
H: -2.757 3.901 4.356
H: -1.172 4.664 4.070
H: -1.493 4.027 6.438
H: -0.350 2.712 6.755
H: -2.476 2.297 7.889
H: -2.198 1.063 6.648
H: -4.470 0.673 5.634
H: -3.266 1.353 4.511
H: -4.869 2.090 4.643
C: 11.074 1.055 -5.941
O: 10.066 1.346 -6.892
C: 8.929 0.505 -6.792
C: 7.789 1.175 -6.058
O: 8.111 1.438 -4.704
C: 8.488 2.786 -4.472
H: 11.772 1.891 -5.940
H: 10.659 0.938 -4.938
H: 11.617 0.144 -6.215
H: 9.192 -0.435 -6.296
H: 8.603 0.268 -7.810
H: 6.924 0.504 -6.068
H: 7.506 2.101 -6.569
H: 7.609 3.440 -4.482
H: 9.200 3.140 -5.220
H: 8.950 2.834 -3.486
C: -8.379 1.928 9.246
O: -7.873 1.223 8.130
C: -6.457 1.259 8.028
C: -5.819 -0.012 8.539
O: -6.023 -0.197 9.930
C: -7.067 -1.102 10.237
H: -9.425 1.647 9.362
H: -7.840 1.676 10.162
H: -8.321 3.010 9.083
H: -6.055 2.124 8.562
H: -6.207 1.372 6.971
H: -4.739 0.048 8.373
H: -6.200 -0.873 7.979
H: -6.753 -2.136 10.053
H: -7.967 -0.892 9.654
H: -7.295 -0.989 11.295
C: -0.578 -4.302 4.589
O: -0.687 -4.207 3.180
C: -1.932 -4.666 2.679
C: -2.875 -3.531 2.352
O: -3.262 -2.810 3.514
C: -2.558 -1.595 3.686
H: 0.296 -3.725 4.888
H: -1.461 -3.893 5.087
H: -0.443 -5.344 4.899
H: -2.393 -5.357 3.391
H: -1.723 -5.220 1.758
H: -3.784 -3.945 1.909
H: -2.422 -2.860 1.619
H: -2.914 -0.834 2.981
H: -1.482 -1.729 3.554
H: -2.749 -1.248 4.701
C: 8.173 6.438 -7.619
O: 8.519 5.072 -7.486
C: 8.607 4.386 -8.726
C: 10.035 4.222 -9.190
O: 10.647 5.470 -9.475
C: 11.488 5.938 -8.438
H: 8.370 6.918 -6.662
H: 8.767 6.930 -8.393
H: 7.110 6.550 -7.857
H: 8.021 4.908 -9.489
H: 8.171 3.392 -8.584
H: 10.038 3.637 -10.115
H: 10.609 3.669 -8.441
H: 12.429 5.377 -8.416
H: 11.004 5.863 -7.461
H: 11.709 6.984 -8.645
C: -0.986 -11.183 3.583
O: -1.941 -10.669 2.675
C: -2.872 -9.780 3.267
C: -2.521 -8.332 3.011
O: -1.300 -7.961 3.630
C: -0.200 -7.940 2.736
H: -0.199 -11.653 2.997
H: -0.548 -10.393 4.198
H: -1.436 -11.938 4.237
H: -2.942 -9.961 4.344
H: -3.851 -9.989 2.825
H: -3.310 -7.701 3.434
H: -2.478 -8.142 1.934
H: -0.243 -7.053 2.096
H: -0.170 -8.836 2.112
H: 0.709 -7.893 3.333

Electronic energy   -157192.103 eV
HOMO-LUMO gap   0.3348 Ha
Molecular weight   968.09 g mol⁻¹
Total charge   0
LUMO level   0.4 eV

Atomic partial charges in e from the Löwdin method, atoms 1 to 2: atom 1 (C): -0.16, atom 2 (C): -0.45

=====

Entry 4:
Computed, not measured: a cluster of 5 separate species, C7H24NO4 in total in a non-equilibrium geometry, with the ωB97M-V functional and the def2-TZVPD basis.

Atoms and positions in Å:
C: 2.160 -0.232 1.111
C: 0.980 -0.162 0.168
C: -0.108 0.833 0.582
C: -1.776 -0.067 -1.006
C: -1.263 0.976 -0.366
C: -1.790 2.391 -0.620
C: -2.855 -0.082 -2.013
N: 1.903 -1.266 2.238
H: 3.016 -0.678 0.603
H: 2.541 0.709 1.496
H: 0.475 -1.120 0.023
H: 1.428 0.122 -0.788
H: 0.390 1.770 0.842
H: -0.489 0.505 1.560
H: -1.363 -1.051 -0.788
H: -1.080 3.036 -0.104
H: -2.795 2.477 -0.224
H: -1.726 2.667 -1.668
H: -2.670 -0.257 -3.086
H: -3.522 -0.951 -1.950
H: -3.476 0.805 -2.000
H: 1.037 -1.754 1.976
H: 1.825 -0.728 3.114
H: 2.697 -1.895 2.216
H: -0.102 -4.095 2.517
H: -1.065 -2.974 2.031
O: -0.147 -3.232 2.093
H: -0.250 -0.615 -4.073
H: 1.057 -1.357 -4.007
O: 0.679 -0.527 -4.319
H: 1.147 1.094 -3.296
H: 1.850 2.272 -2.624
O: 1.545 1.375 -2.456
H: 0.149 0.480 4.860
H: 0.961 1.204 3.919
O: 0.636 0.325 4.037

Electronic energy   -17321.987 eV
HOMO-LUMO gap   0.3194 Ha
Molecular weight   186.27 g mol⁻¹
Total charge   +1
LUMO level   -2.8 eV

Atomic partial charges in e from the Löwdin method, atoms 1 to 2: atom 1 (C): -0.11, atom 2 (C): -0.19

=====

Entry 5:
Computed, not measured: a cluster of 2 separate species, H4O2 in total in a non-equilibrium geometry, with the ωB97M-V functional and the def2-TZVPD basis.

Atoms and positions in Å:
O: -0.908 -1.274 -0.443
H: -0.080 -1.646 0.154
H: -0.819 -0.189 -0.221
O: 0.509 0.732 0.281
H: 1.074 0.826 -0.422
H: 0.224 1.551 0.651

Electronic energy   -4158.900 eV
HOMO-LUMO gap   0.3982 Ha
Molecular weight   36.03 g mol⁻¹
Total charge   0
LUMO level   0.6 eV

Atomic partial charges in e from the Löwdin method, atoms 1 to 2: atom 1 (O): -0.25, atom 2 (H): 0.09

=====

Entry 6:
Computed, not measured: the molecule C2HCl2NO2 in a non-equilibrium geometry, with the ωB97M-V functional and the def2-TZVPD basis.

Atoms and positions in Å:
O: 2.092 -0.377 -0.603
C: 1.250 -0.345 0.266
N: -0.153 -0.371 -0.064
O: -0.474 -1.585 -0.064
C: -0.989 0.608 -0.358
Cl: -0.445 2.191 -0.281
Cl: -2.675 0.412 -0.229
H: 1.394 -0.535 1.334

Electronic energy   -32716.572 eV
HOMO-LUMO gap   0.3324 Ha
Molecular weight   141.94 g mol⁻¹
Total charge   0
LUMO level   -0.3 eV

Atomic partial charges in e from the Löwdin method, atoms 1 to 2: atom 1 (O): 0.12, atom 2 (C): -0.20

=====

Entry 7:
Computed, not measured: the ion C3H10INOP with charge +1 in a non-equilibrium geometry, with the ωB97M-V functional and the def2-TZVPD basis.

Atoms and positions in Å:
C: -1.241 -0.208 0.583
C: 0.911 -1.555 -1.535
C: 0.174 0.132 0.848
N: 0.476 1.476 0.113
O: 1.585 -2.399 1.021
P: 1.439 -1.208 0.183
I: 3.471 0.306 0.089
H: -1.391 0.149 -0.469
H: -1.585 -1.251 0.846
H: -1.724 0.563 1.268
H: 1.593 -2.317 -1.974
H: -0.022 -2.011 -1.637
H: 0.904 -0.685 -2.165
H: 0.396 0.327 1.936
H: 0.748 1.316 -0.851
H: 1.319 2.001 0.441
H: -0.328 2.107 0.105

Electronic energy   -24189.889 eV
Multiplicity   3
Expectation value of S²   2.007
HOMO-LUMO gap (spin up / spin down)   0.2228 / 0.2192 Ha
Molecular weight   234.00 g mol⁻¹
Total charge   +1
LUMO level (spin up / spin down)   -3.7 / -8.1 eV

Atomic partial charges in e from the Löwdin method, atoms 1 to 2: atom 1 (C): -0.10, atom 2 (C): -0.22

=====

Entry 8:
Computed, not measured: a structure of composition C33H46BaN8O3S3Si, with the ωB97M-V functional and the def2-TZVPD basis.

Atoms and positions in Å:
Ba: -0.254 0.871 -0.078
C: -4.105 1.651 -1.265
C: -3.085 2.202 -2.268
N: -1.884 2.737 -1.647
C: -1.900 4.097 -1.135
C: -2.743 4.336 0.115
S: -2.443 3.227 1.533
C: -4.050 2.395 1.697
C: -4.136 0.991 1.093
N: -3.487 0.882 -0.197
H: -4.853 1.077 -1.829
H: -4.653 2.478 -0.814
H: -3.595 2.942 -2.904
H: -2.765 1.386 -2.921
H: -1.108 2.647 -2.290
H: -2.253 4.819 -1.890
H: -0.859 4.347 -0.915
H: -3.809 4.302 -0.109
H: -2.534 5.351 0.458
H: -4.807 3.064 1.286
H: -4.258 2.329 2.766
H: -5.204 0.718 1.062
H: -3.648 0.284 1.765
H: -3.338 -0.084 -0.465
C: 2.341 6.145 1.087
C: 2.118 4.751 0.550
N: 2.163 4.438 -0.689
O: 2.411 5.466 -1.593
C: 1.824 3.682 1.524
C: 2.409 3.682 2.905
N: 1.050 2.733 1.138
O: 0.792 1.737 1.957
H: 1.859 6.904 0.465
H: 3.405 6.383 1.158
H: 1.912 6.232 2.082
H: 2.606 6.283 -1.111
H: 3.171 4.450 3.031
H: 2.850 2.703 3.101
H: 1.627 3.825 3.656
S: -2.340 -3.897 5.201
C: -1.942 -2.775 3.882
C: -1.953 -3.183 2.555
C: -1.612 -2.261 1.584
N: -1.294 -0.993 1.856
C: -1.308 -0.605 3.133
C: -1.619 -1.459 4.180
C: -1.312 -5.275 4.736
C: 0.050 -5.115 4.519
C: 0.791 -6.231 4.167
N: 0.275 -7.454 4.047
C: -1.027 -7.592 4.273
C: -1.867 -6.538 4.610
H: -2.199 -4.201 2.284
H: -1.582 -2.543 0.537
H: -1.011 0.424 3.314
H: -1.584 -1.112 5.203
H: 0.520 -4.144 4.609
H: 1.854 -6.138 3.975
H: -1.428 -8.594 4.169
H: -2.926 -6.695 4.766
N: 0.847 1.710 -2.742
C: 1.707 1.199 -3.305
C: 2.805 0.542 -3.954
C: 2.557 -0.409 -4.940
C: 3.619 -1.073 -5.528
C: 4.919 -0.790 -5.131
C: 5.163 0.162 -4.150
C: 4.107 0.834 -3.558
H: 1.537 -0.628 -5.230
H: 3.432 -1.819 -6.288
H: 5.747 -1.318 -5.587
H: 6.176 0.377 -3.840
H: 4.275 1.574 -2.786
C: 2.097 -2.989 0.783
Si: 2.430 -1.723 -0.579
C: 3.262 -2.650 -1.992
C: 3.678 -0.491 0.120
O: 1.095 -0.983 -1.039
H: 3.019 -3.439 1.162
H: 1.458 -3.798 0.416
H: 1.586 -2.510 1.625
H: 4.190 -3.135 -1.679
H: 3.499 -1.974 -2.817
H: 2.597 -3.428 -2.380
H: 4.671 -0.923 0.272
H: 3.330 -0.105 1.084
H: 3.782 0.366 -0.553
S: -1.543 -2.211 -4.268
C: -3.238 -2.201 -4.039
C: -3.525 -1.734 -2.801
N: -2.437 -1.380 -2.033
C: -1.326 -1.581 -2.683
H: -3.918 -2.539 -4.803
H: -4.520 -1.629 -2.392
H: -0.327 -1.382 -2.271

Electronic energy   -94109.573 eV
HOMO-LUMO gap   0.2798 Ha
Molecular weight   864.40 g mol⁻¹
Total charge   0
LUMO level   0.2 eV

Atomic partial charges in e from the Löwdin method, atoms 1 to 2: atom 1 (Ba): 1.79, atom 2 (C): -0.21